No. 1
The following is a quantum chemistry calculation of a cluster of 16 separate species, H33O16 in total at a distorted geometry, from the OMol25 dataset.

Its total charge is +1. Its lowest unoccupied orbital energy is -2.5 eV. For the HOMO energy, the calculation gives -12.53 eV.

Last column: natural (NBO) charge in e.
Geometry (Å):
O (-2.373661, -3.700694, -1.122566)  -0.970
H (-2.814627, -3.148301, -1.754364)  0.481
H (-1.638440, -1.413752, 0.585023)  0.526
O (1.732919, -1.899054, 3.821156)  -0.942
H (-0.764695, 1.751572, -0.848085)  0.535
H (-3.320854, 0.743995, 2.071590)  0.475
O (-1.043090, 1.583967, 0.148435)  -0.897
H (-0.406354, 1.231616, 0.804855)  0.564
H (1.668209, -1.705627, -4.058492)  0.485
O (-0.005950, -0.946464, 1.346745)  -1.033
H (0.099304, -1.399189, 0.520647)  0.522
H (-3.645205, 4.177794, -1.047148)  0.499
O (2.869924, 0.575288, 2.754351)  -0.959
H (1.339866, -1.729134, 4.683198)  0.470
H (2.374321, -0.069824, 2.235388)  0.498
O (-0.489700, 1.315761, 3.879142)  -0.973
H (-1.301537, 1.169193, 4.360941)  0.484
H (0.365075, -2.232893, -3.230745)  0.489
O (3.144216, -0.387509, 0.420970)  -0.963
H (0.342036, 2.125987, -2.565268)  0.499
H (2.657387, -0.037453, -0.331364)  0.483
O (-2.901687, 1.616355, -3.095520)  -0.982
H (-2.986335, -0.712668, 0.211406)  0.509
H (-3.384672, 2.360028, -2.689297)  0.513
O (0.795948, -1.527205, -3.698835)  -0.986
H (-1.931795, -4.462442, -1.492588)  0.490
O (-2.683159, 0.100261, 2.415355)  -0.949
H (2.804122, -1.956841, -2.125655)  0.484
H (-3.303502, -0.226158, 3.089681)  0.477
O (2.095143, -2.434817, -1.645110)  -0.972
H (2.416045, -2.187328, -0.763127)  0.466
H (4.294096, -2.054427, -3.782238)  0.508
O (1.043946, 2.945848, 1.675106)  -0.956
H (-0.560167, -0.950637, 2.101616)  0.539
H (3.397608, -0.779336, -4.266731)  0.503
O (-3.552148, 3.225555, -1.008224)  -0.980
H (-2.847878, 2.894566, -0.452353)  0.496
H (1.961844, 2.645843, 1.685682)  0.481
O (3.487845, -1.563711, -3.724385)  -0.980
H (1.055859, 3.293189, 2.578232)  0.477
H (0.322517, 1.268996, 4.347338)  0.490
O (-2.043937, -0.652961, 0.079088)  -0.905
H (3.727618, 0.149534, 2.656397)  0.456
H (-1.433406, 0.536740, 0.071126)  0.519
O (-0.510668, 1.836277, -2.248723)  -0.958
H (-3.257996, 1.524477, -3.985223)  0.485
H (2.320340, -2.640482, 3.981839)  0.473
H (4.036601, -0.031954, 0.405240)  0.486
H (-1.151325, 1.778022, -2.994505)  0.541

Atomic forces in eV per Å
O 0.2504 0.2123 1.5891
H -0.0366 -0.1597 -0.9031
H -0.8442 1.3633 -0.7988
O -0.1990 -0.1219 0.1036
H 0.6250 0.0229 0.3038
H 0.6491 0.4568 -0.5686
O -0.9196 -2.0021 0.0391
H 1.0030 1.2780 0.0722
H -0.3709 -1.0922 0.5745
O 3.0507 2.1289 -0.4373
H -0.5167 -1.1434 0.2789
H 0.5217 0.1197 0.5381
O 0.1968 0.1029 0.2498
H 0.0302 0.0865 -0.0098
H -0.6291 0.2044 0.1351
O -0.8391 0.2324 -1.9633
H 0.4326 -0.0799 0.6877
H 0.7035 -0.6301 0.1114
O -0.1351 -0.7139 -0.5985
H 0.2761 0.0795 -0.1492
H 0.2445 0.1784 -0.0835
O -0.2895 0.0747 -0.5698
H -0.4828 0.0865 -0.0301
H 0.2145 -0.1767 0.2394
O -1.0320 1.8628 -1.0850
H -0.1603 0.0433 -0.6343
O -1.7659 0.1754 0.9336
H -0.8961 -0.4499 -0.5774
H 0.6885 -0.5663 0.3043
O 1.2320 0.6678 1.2268
H -0.4280 -0.6125 0.3562
H 0.8929 0.0920 -0.7404
O 0.7019 0.1417 0.4999
H -1.0678 -0.9627 0.6119
H 0.9393 -0.0076 -0.2717
O -0.9055 -0.6417 -0.7397
H 0.3652 0.7072 0.3161
H 0.1391 -0.4865 -0.5262
O -1.0111 0.2183 0.5551
H -0.8208 0.0967 -0.0711
H 0.6005 -0.2355 1.2121
O 0.1623 -1.7194 -0.7605
H 0.2725 0.3673 0.5112
H -0.8650 0.8639 -0.0632
O 0.2553 0.0622 -0.2200
H -0.0650 -0.1125 0.0073
H 0.1077 -0.1648 -0.0335
H -0.0591 0.1879 -0.2798
H -0.2160 -0.0343 0.6573

No. 2
The following is a quantum chemistry calculation of a cluster of 17 separate species, H33O16S in total at a distorted geometry, from the OMol25 dataset.

Its total charge is -1. Its lowest unoccupied orbital energy is 2.2 eV. For the HOMO energy, the calculation gives -7.15 eV.

Last column: natural (NBO) charge in e.
Geometry (Å):
S (2.195917, -2.756147, -3.456565)  -0.331
H (2.341002, -2.275606, -2.217665)  0.161
H (1.044049, -1.306822, 3.472619)  0.482
H (0.798734, -2.873442, 3.584259)  0.485
O (0.960253, -2.049329, 4.080757)  -0.969
H (-1.439764, -0.742883, -0.561902)  0.455
H (-1.392493, -1.150870, -1.915387)  0.509
O (-1.511069, -1.586781, -1.034594)  -0.975
H (-2.347649, 1.845007, -2.579227)  0.484
H (-2.994569, 2.098816, -1.241503)  0.450
O (-3.193506, 1.941705, -2.167757)  -0.934
H (-0.589862, 0.042907, -3.466512)  0.498
H (-0.832998, -1.483686, -4.190952)  0.488
O (-1.181104, -0.742097, -3.683500)  -1.022
H (0.396482, 0.573715, -1.935990)  0.527
H (0.853704, 0.920151, -3.500908)  0.508
O (0.258528, 1.208870, -2.721661)  -1.033
H (4.303389, -0.845385, 1.005956)  0.480
H (3.848000, -2.269045, 0.488454)  0.480
O (4.191611, -1.783078, 1.297093)  -0.955
H (-2.673743, 1.156385, 1.063967)  0.461
H (-2.951667, -0.353096, 0.927584)  0.477
O (-2.720289, 0.291146, 1.544181)  -0.939
H (-2.082153, 4.060603, 0.722633)  0.453
H (-1.012796, 4.382822, 1.715732)  0.480
O (-1.621056, 4.846893, 1.078202)  -0.932
H (-0.088045, -1.250471, 1.207876)  0.435
H (1.045393, -1.273961, 0.169996)  0.515
O (0.573553, -1.884099, 0.943450)  -1.041
H (-1.880925, -1.759219, 2.936964)  0.470
H (-1.353633, -1.346447, 4.331483)  0.483
O (-2.115710, -1.239730, 3.730349)  -0.956
H (-2.613585, -3.987856, 0.819880)  0.462
H (-2.566440, -2.712381, -0.123942)  0.505
O (-3.133537, -3.421050, 0.244527)  -0.988
H (1.380042, 0.708939, 0.011747)  0.459
H (2.300483, -0.522097, 2.018925)  0.496
O (1.187064, 0.031573, -0.585796)  -1.176
H (-0.549536, 1.794678, 2.730130)  0.462
H (-1.711584, 1.693267, 3.661841)  0.488
O (-0.970995, 2.259843, 3.404972)  -0.948
H (2.244542, 0.305985, -1.558023)  0.513
H (3.340774, 1.253992, -2.503404)  0.459
O (2.656693, 0.668346, -2.476694)  -1.084
H (1.411193, 3.996664, -2.250600)  0.453
H (0.851919, 2.806408, -1.698932)  0.487
O (1.045276, 3.679424, -1.432490)  -0.949
H (3.064291, -1.756790, -3.803079)  0.168
H (1.173596, 0.343201, 1.863689)  0.448
O (2.062219, 0.461031, 2.049813)  -0.948

Atomic forces in eV per Å
S 0.7381 0.7652 -0.0488
H -0.3845 -0.1627 0.2603
H 0.0324 -0.4684 -0.3049
H 0.2390 0.9921 -0.1650
O -0.3101 -0.5086 0.5393
H 0.2483 -0.4616 0.7288
H -0.3197 -1.3003 -0.4439
O -0.1047 1.7367 -0.4669
H 1.0172 -0.1649 -0.5065
H 0.0024 0.0659 -0.0557
O -0.9105 0.0971 0.5092
H -0.3651 -1.1362 -0.5399
H 0.5970 0.5984 0.2503
O -0.7388 0.3409 0.2351
H 0.8557 0.6755 -0.4209
H -0.6179 0.7944 2.5872
O -0.5414 -0.7463 -1.8828
H -0.2016 -1.1334 0.1751
H 0.5501 1.0469 1.4711
O -0.4487 0.1940 -1.6397
H -0.1878 -1.3428 0.5319
H -0.8614 -1.7088 -1.8105
O 0.9783 3.1603 0.9662
H 0.1579 0.8404 0.0041
H -0.7003 0.9244 -0.6827
O 0.5024 -1.7125 0.7818
H -0.6437 0.0918 0.0888
H -1.2940 -0.7252 1.4158
O 1.6394 0.5074 -0.8837
H -0.1427 0.4105 0.6160
H -0.2970 -0.1405 -0.4728
O 0.6195 -0.4139 0.1384
H 0.2539 0.2611 -0.1715
H 0.1504 -0.5989 -0.0447
O -0.3953 0.2175 0.1202
H 0.6186 1.6314 1.4046
H 0.2231 1.6715 -0.0842
O -0.4880 -1.8702 -1.8596
H 1.1541 -1.2816 -1.6565
H 0.1223 -0.0243 -0.0918
O -1.3104 1.2313 1.6521
H 0.4201 1.0147 -0.8415
H 2.7867 2.2503 0.6473
O -2.1748 -3.3828 -0.1869
H 0.3208 0.6591 -0.3974
H -0.6256 -2.1822 -0.3315
O 0.3331 1.5036 0.6879
H -0.4833 -0.5064 -0.1996
H -2.9697 0.1204 -0.6604
O 2.9560 -1.8301 1.0389

Across the entries above, ΔE to the lowest compared entry with this formula, charge and spin takes the values 4.339, 5.396 eV, respectively.